{"formula": "C29H35MnN3O2Si2", "method": "wB97M-V/def2-TZVPD", "elements": ["Mn", "C", "O", "C", "C", "C", "C", "C", "C", "N", "N", "C", "C", "O", "C", "C", "C", "C", "C", "C", "C", "C", "H", "H", "H", "H", "H", "H", "H", "H", "H", "H", "H", "H", "H", "C", "Si", "C", "C", "C", "C", "C", "C", "C", "C", "N", "Si", "C", "C", "C", "H", "H", "H", "H", "H", "H", "H", "H", "H", "H", "H", "H", "H", "H", "H", "H", "H", "H", "H", "H", "H", "H"], "positions_angstrom": [[-1.104370, -0.678481, -0.268626], [-0.866007, -3.087668, 2.084038], [-0.170453, -2.100744, 1.324036], [1.160036, -1.918431, 1.596115], [1.677215, -2.167594, 2.854159], [3.018031, -1.943559, 3.125756], [3.855968, -1.479403, 2.120765], [3.355195, -1.266363, 0.856325], [2.001074, -1.479649, 0.540878], [1.700720, -1.319023, -0.787524], [0.501323, -1.399600, -1.216738], [0.261470, -1.611398, -2.554375], [-1.144207, -1.704460, -2.807267], [-1.970476, -1.476186, -1.835333], [-1.607962, -2.017096, -4.105722], [-0.723208, -2.164306, -5.126128], [0.677372, -2.039043, -4.929570], [1.557320, -2.161355, -6.023153], [2.912746, -2.070128, -5.859824], [3.437316, -1.859784, -4.578778], [2.607835, -1.714777, -3.492963], [1.203163, -1.784520, -3.632092], [-1.153381, -2.706756, 3.065438], [-0.250378, -3.980075, 2.200637], [-1.764321, -3.332652, 1.521745], [1.033712, -2.517317, 3.650395], [3.402743, -2.124252, 4.120142], [4.900742, -1.288975, 2.327195], [3.998722, -0.938208, 0.050387], [-2.675351, -2.098168, -4.260126], [-1.084862, -2.372446, -6.126392], [1.129825, -2.324726, -7.005933], [3.576039, -2.170294, -6.709161], [4.510637, -1.811805, -4.445332], [3.015017, -1.545066, -2.513403], [-1.280631, 2.044527, -1.901725], [-0.253152, 2.330627, -0.327859], [-0.413121, 4.178170, 0.080176], [1.577830, 2.089450, -0.734455], [-0.904074, 1.314992, 1.117593], [-2.348657, 1.096647, 1.130831], [-3.299585, 1.819550, 1.879167], [-4.639527, 1.530664, 1.759459], [-5.054682, 0.503295, 0.906349], [-4.092027, -0.194216, 0.220122], [-2.784238, 0.076861, 0.342191], [-0.192958, 1.620878, 2.823598], [1.693872, 1.490766, 2.812686], [-0.596493, 3.291783, 3.643751], [-0.888554, 0.291950, 3.993526], [-0.877283, 2.638303, -2.724597], [-2.322008, 2.337636, -1.752510], [-1.275626, 1.001356, -2.230480], [-0.138177, 4.793443, -0.781801], [0.256171, 4.445402, 0.901206], [-1.430957, 4.444797, 0.374131], [1.850275, 2.727030, -1.579497], [1.824974, 1.065468, -1.002783], [2.206217, 2.374463, 0.112855], [-2.959163, 2.631332, 2.504146], [-5.371701, 2.110633, 2.307675], [-6.101268, 0.262568, 0.786259], [-4.346646, -1.002415, -0.455235], [2.163657, 2.476823, 2.847920], [2.055130, 0.975451, 1.922822], [2.046184, 0.930030, 3.681281], [-0.338814, 4.134090, 2.999302], [-0.019555, 3.392290, 4.567576], [-1.649048, 3.390684, 3.915513], [-0.316052, -0.632850, 3.887256], [-1.935404, 0.068782, 3.775109], [-0.824153, 0.603049, 5.038873]], "forces_ev_per_a": [[1.14, 0.36, 1.62], [-0.19, -0.07, 0.11], [-0.12, -0.19, -0.14], [0.16, 0.20, -0.48], [0.11, -0.05, 0.25], [0.02, 0.05, -0.18], [0.10, -0.01, 0.20], [-0.31, 0.00, -0.20], [0.01, 0.17, 1.39], [-0.12, -0.45, -1.54], [1.98, -0.89, -0.09], [-0.32, 0.21, -0.53], [0.23, 0.28, 1.11], [-0.54, -0.68, -1.69], [0.02, -0.19, -0.68], [-0.49, 0.07, 0.26], [0.59, 0.07, 0.12], [-0.26, -0.01, 0.06], [0.19, -0.03, -0.02], [-0.08, -0.03, -0.11], [-0.07, 0.01, 0.05], [0.02, -0.01, -0.06], [0.03, 0.06, -0.03], [0.01, 0.01, -0.04], [0.01, 0.02, -0.01], [-0.03, 0.01, -0.07], [-0.02, -0.01, 0.01], [0.00, -0.02, -0.01], [-0.02, 0.02, -0.01], [0.00, 0.00, 0.03], [0.02, 0.00, -0.02], [0.02, -0.04, 0.00], [-0.01, 0.01, 0.00], [-0.01, 0.03, 0.04], [0.08, 0.03, -0.01], [0.18, -0.14, 0.29], [-0.25, 0.43, 0.49], [0.07, -0.13, -0.24], [-0.24, 0.00, 0.14], [0.32, 0.02, -0.34], [0.10, 0.15, -0.05], [-0.14, 0.03, -0.03], [0.15, -0.05, -0.03], [-0.11, 0.02, 0.01], [-0.06, 0.04, -0.02], [-2.12, 0.93, 0.97], [-0.01, -0.17, -0.19], [-0.13, 0.06, -0.02], [0.02, -0.15, -0.11], [0.11, 0.11, -0.12], [0.05, 0.03, 0.03], [-0.01, -0.03, 0.03], [-0.07, 0.02, -0.13], [-0.01, 0.03, 0.01], [0.00, 0.00, -0.02], [-0.01, -0.03, 0.02], [-0.05, 0.04, 0.01], [0.05, -0.10, -0.05], [-0.03, 0.01, -0.03], [-0.04, 0.01, -0.01], [0.00, -0.01, 0.02], [0.01, -0.02, -0.01], [0.05, 0.00, -0.02], [-0.01, 0.01, -0.04], [0.00, -0.03, 0.02], [-0.02, 0.02, 0.04], [-0.01, -0.02, 0.02], [0.03, -0.04, 0.00], [0.01, 0.00, 0.02], [-0.03, 0.03, -0.01], [-0.02, 0.02, 0.01], [0.02, 0.01, 0.00]], "mulliken_spin": [4.53, 0.02, 0.08, 0.00, -0.01, 0.02, -0.01, 0.01, 0.00, 0.12, 0.05, -0.02, -0.04, 0.04, 0.01, 0.00, 0.00, 0.00, 0.00, 0.00, 0.00, 0.00, 0.00, 0.00, -0.02, 0.00, 0.00, 0.00, 0.00, 0.00, 0.00, 0.00, 0.00, 0.00, 0.00, 0.04, -0.02, 0.00, 0.01, 0.25, -0.18, 0.00, 0.01, 0.00, 0.03, 0.02, 0.03, 0.00, 0.00, 0.00, 0.00, 0.00, 0.00, 0.00, 0.00, 0.00, 0.00, 0.00, 0.00, 0.00, 0.00, 0.00, 0.00, 0.00, 0.00, 0.00, 0.00, 0.00, 0.00, 0.00, 0.00, 0.00], "gap_ev": [5.5, 6.2], "spin_multiplicity": 6, "e_tot_ev": -86283.31555}